Record 1
2 unconnected molecules or ions with the total composition CH2FO3S3. Source: the OMol25 dataset; level of theory: ωB97M-V with the def2-TZVPD basis set.

For the HOMO-LUMO gap, the calculation gives 0.2864 Ha. The calculation puts the LUMO energy at 3.364 eV. Its total energy is -42437.0677 eV. The calculation puts the HOMO energy at -0.1628 hartree. Its total charge is -1.

Each line ends with the Löwdin charge.
Atoms and positions in Å:
1 C -2.4811 0.1368 0.0077  -1.464
2 O 1.9790 -0.0296 1.3339  -0.312
3 O 2.7212 -1.4501 -0.6070  -0.453
4 O 1.1045 0.3172 -0.9910  -0.357
5 F -1.7053 -1.0039 0.0754  -0.177
6 S -1.6805 1.4679 -0.5868  0.536
7 S -4.0305 0.0030 0.5271  0.462
8 S 1.5113 -0.9186 -0.0312  0.840
9 H 0.1843 0.6705 -0.8467  -0.116
10 H 2.3971 0.8068 1.1187  0.040

Force components x, y, z for each atom (eV/Å):
-0.02 -0.19 0.12
-0.59 -1.00 -0.41
0.29 -0.04 -0.24
1.24 -0.80 0.21
-0.17 0.16 -0.02
0.23 0.38 -0.19
-0.18 -0.24 0.09
-0.24 1.46 0.64
-0.68 -0.01 0.30
0.13 0.27 -0.49



Record 2
2 unconnected molecules or ions with the total composition C5H15N2O. Source: the OMol25 dataset; level of theory: ωB97M-V with the def2-TZVPD basis set.

For the HOMO-LUMO gap, the calculation gives 0.1417 Ha. The calculation puts the LUMO energy at -8.904 eV. Its total energy is -10442.4260 eV. The calculation puts the HOMO energy at -0.4689 hartree. Its total charge is +1.

Each line ends with the Löwdin charge.
Atoms and positions in Å:
1 N 3.6629 -1.3157 0.7939  -0.012
2 C 0.0366 1.6475 1.0045  -0.023
3 C -0.3985 0.2765 1.0068  -0.246
4 N -1.4332 -0.0671 -0.0035  -0.082
5 C -2.5864 -0.8310 0.3996  -0.037
6 C -0.8557 -0.4383 -1.3753  -0.107
7 C -0.1089 0.7062 -2.0535  -0.248
8 O 1.0623 1.0263 -1.4046  0.031
9 H 3.6320 -0.3394 0.4414  0.009
10 H 4.5457 -1.7888 0.5308  0.030
11 H 0.6065 1.6605 -0.0465  0.112
12 H -0.8050 2.3239 1.1198  0.111
13 H 0.7817 1.8721 1.8351  0.145
14 H 0.4835 -0.4281 0.8018  0.165
15 H -0.7598 0.0664 2.1072  0.176
16 H -2.3108 -1.7376 0.9495  0.126
17 H -3.2416 -0.2651 1.0898  0.115
18 H -3.2496 -0.9703 -0.4200  0.087
19 H -1.7784 -0.8053 -1.9528  0.153
20 H -0.1008 -1.3194 -1.3410  0.172
21 H 0.1087 0.3812 -3.0946  0.189
22 H -0.7974 1.5439 -2.1775  0.137
23 H 3.5059 -1.1982 1.7891  -0.002

Force components x, y, z for each atom (eV/Å):
-0.34 1.06 -0.61
1.05 0.65 0.39
-1.08 -2.91 2.72
2.97 -0.77 -2.15
-0.75 1.31 1.29
-1.65 -2.33 1.46
0.20 1.01 0.76
-1.65 0.17 -0.15
0.47 -1.12 -0.03
-0.84 0.71 0.65
0.33 0.86 -0.49
0.15 0.36 -0.81
-0.51 -0.42 -1.49
-1.06 0.56 0.50
0.39 -0.22 -2.06
0.16 -0.20 -0.35
0.68 0.06 0.03
-0.13 -0.74 -0.90
1.58 0.79 0.51
-1.13 1.29 0.49
0.31 -0.18 0.31
0.24 0.65 -0.06
0.61 -0.58 -0.01



Record 3
3 unconnected molecules or ions with the total composition C12H7F9O12. Source: the OMol25 dataset; level of theory: ωB97M-V with the def2-TZVPD basis set.

For the HOMO-LUMO gap, the calculation gives 0.4048 Ha. The calculation puts the LUMO energy at -0.401 eV. As for the SMILES: O=C(OF)OC(=O)C(F)(F)C(F)(F)C(F)(F)C(=O)O.O=C1OC[C@@H](F)O1.O=C1OC[C@@H](F)O1. Its total energy is -61581.1811 eV. The calculation puts the HOMO energy at -0.4195 hartree. Its total charge is 0.

Each line ends with the Löwdin charge.
Atoms and positions in Å:
1 O -3.4195 -1.6492 -0.9262  0.209
2 C -2.3323 -1.9075 -1.3376  -0.507
3 O -1.8168 -3.1729 -1.4534  0.135
4 F -2.6195 -4.0034 -0.6581  0.036
5 O -1.4781 -0.9575 -1.8435  0.172
6 C -0.3941 -0.6953 -1.0231  -0.288
7 O 0.4293 -1.5259 -0.7509  0.222
8 C -0.2748 0.7225 -0.4472  -0.372
9 F -0.5591 1.5827 -1.4494  0.158
10 F 0.9637 0.9556 -0.0512  0.201
11 C -1.2569 1.0500 0.6966  -0.372
12 F -1.2144 2.3900 0.8467  0.150
13 F -2.4995 0.7352 0.3669  0.201
14 C -0.8853 0.4442 2.0670  -0.385
15 F -1.9458 0.6386 2.8659  0.169
16 F 0.1493 1.0847 2.5987  0.176
17 C -0.6424 -1.0721 2.0023  -0.418
18 O -1.4888 -1.8275 1.5855  0.169
19 O 0.5757 -1.4071 2.3889  0.170
20 H 0.5742 -2.3574 2.6100  0.111
21 O 0.4167 6.7114 -3.6919  0.189
22 C 0.0421 6.4233 -2.6106  -0.551
23 O 0.1765 5.1976 -2.0448  0.072
24 C -0.2696 5.2870 -0.6871  -0.051
25 C -1.1845 6.4862 -0.7363  -0.312
26 F -1.1763 7.1812 0.4288  0.074
27 O -0.5962 7.2754 -1.7547  0.131
28 H 0.5861 5.4583 -0.0323  0.148
29 H -0.7748 4.3756 -0.3833  0.117
30 H -2.2167 6.2576 -1.0072  0.174
31 O 0.4594 -4.2285 2.0057  0.176
32 C 1.3502 -4.5630 1.2953  -0.532
33 O 1.5640 -5.8281 0.8840  0.090
34 C 2.6328 -5.8042 -0.0713  -0.040
35 C 3.3489 -4.5261 0.2954  -0.305
36 F 3.9005 -3.9238 -0.7827  0.085
37 O 2.2895 -3.7221 0.7921  0.133
38 H 2.2197 -5.7591 -1.0794  0.148
39 H 3.2572 -6.6882 0.0225  0.142
40 H 4.1094 -4.6381 1.0700  0.175

Force components x, y, z for each atom (eV/Å):
1.32 -0.25 -0.54
-2.49 -0.07 0.64
0.52 0.51 0.12
0.08 0.12 -0.31
0.38 0.17 0.53
1.62 -2.01 0.45
-0.96 1.05 -0.38
-1.04 0.29 -1.08
-0.11 0.21 -0.28
0.56 -0.18 0.33
0.46 0.52 0.39
0.11 0.41 0.10
-0.30 -0.44 -0.27
-0.33 -0.60 -0.02
-0.42 0.10 0.31
0.46 0.35 -0.04
-0.04 -1.02 -0.54
0.32 0.79 0.34
-0.31 0.41 0.75
0.08 -0.43 -0.60
0.10 0.09 -0.17
0.11 -0.03 0.07
-0.13 0.12 0.15
0.02 -0.35 0.05
0.25 0.26 0.12
-0.01 0.01 -0.09
-0.25 -0.26 -0.08
-0.06 0.16 0.04
0.02 -0.07 -0.21
-0.04 0.07 0.11
-0.06 0.18 0.30
0.01 -0.06 -0.30
0.11 0.10 -0.05
0.04 -0.31 -0.05
-0.08 0.19 -0.30
-0.06 0.02 0.08
0.15 -0.23 0.32
0.04 0.15 -0.01
-0.12 -0.05 0.19
0.07 0.07 -0.06



Record 4
A molecular structure, C5H12NS. Source: the OMol25 dataset; level of theory: ωB97M-V with the def2-TZVPD basis set.

For the HOMO-LUMO gap, the calculation gives 0.2450 Ha. The calculation puts the LUMO energy at 3.643 eV. Its total energy is -17700.6891 eV. The calculation puts the HOMO energy at -0.1111 hartree. Its total charge is -1.

Each line ends with the Löwdin charge.
Atoms and positions in Å:
1 C 0.9266 -0.4076 -1.5465  -0.391
2 N 1.1227 -0.2099 -0.1262  -0.075
3 C -0.2118 -0.0308 -0.0365  -0.280
4 C -1.4531 -0.9203 0.0231  -0.778
5 S -3.1588 -0.2423 0.0909  0.068
6 C -1.0572 1.4162 3.2200  -0.091
7 C 2.3128 -0.4704 -2.4792  -0.103
8 H 0.3742 0.4149 -2.0274  0.088
9 H 0.3504 -1.3864 -1.8858  0.115
10 H -1.6202 0.3853 3.4804  0.054
11 H -0.3906 1.0499 -0.2133  0.101
12 H -1.1731 -1.3618 0.9997  0.052
13 H -1.2628 -1.8394 -0.6475  0.074
14 H -0.5837 1.1502 2.3385  -0.082
15 H -1.8055 2.2823 2.9123  0.054
16 H -0.3766 1.5967 4.1854  0.044
17 H 2.7838 -1.4996 -2.6681  0.057
18 H 3.0985 0.2035 -2.0754  0.044
19 H 2.1245 -0.1305 -3.5443  0.049

Force components x, y, z for each atom (eV/Å):
1.94 -2.17 -3.77
-1.92 -1.72 0.37
0.66 1.44 -0.91
1.30 -0.97 0.52
1.05 -0.13 -0.32
-2.52 -0.58 3.31
-0.20 -0.24 -0.13
-0.22 0.18 -0.24
0.95 1.68 0.70
0.68 2.61 -0.52
-1.19 0.07 0.64
-0.36 -0.20 0.26
-0.31 1.42 0.71
1.66 -0.19 -1.45
1.48 -1.91 1.20
-1.32 0.06 -2.53
-0.86 1.18 0.95
-0.54 -0.43 -0.04
-0.26 -0.10 1.23



Record 5
A molecular structure, C14H9LiN3O4. Source: the OMol25 dataset; level of theory: ωB97M-V with the def2-TZVPD basis set.

For the HOMO-LUMO gap, the calculation gives 0.2864 Ha. The calculation puts the LUMO energy at 3.005 eV. Its total energy is -27530.3842 eV. The calculation puts the HOMO energy at -0.1760 hartree. Its total charge is -1.

Each line ends with the Löwdin charge.
Atoms and positions in Å:
1 Li -0.8816 0.0559 -0.7212  0.625
2 O -2.7272 0.5826 -0.7041  -0.221
3 N -3.1155 1.0592 0.4179  -0.060
4 N -2.1472 1.2697 1.2391  -0.314
5 O -0.9608 0.8759 0.9922  -0.187
6 C -2.3403 1.9030 2.4718  -0.163
7 C -1.2719 1.8359 3.3484  -0.009
8 C -1.5154 2.2191 4.6750  -0.093
9 C -2.7237 2.7404 5.0900  -0.115
10 C -3.7726 2.7087 4.1785  -0.122
11 C -3.6854 2.2583 2.8703  -0.001
12 H -0.3219 1.4023 3.0517  0.114
13 H -0.7325 2.1082 5.4205  0.097
14 H -2.8783 3.1756 6.0371  0.079
15 H -4.7299 3.1225 4.4671  0.091
16 H -4.5213 2.1903 2.1733  0.102
17 O 1.5683 -1.8979 0.0352  0.014
18 C 1.3906 -1.5851 -1.1638  -0.477
19 N 0.3247 -0.9153 -1.7162  0.053
20 C 0.6136 -0.7932 -3.0788  -0.440
21 O 0.0745 0.0059 -3.8359  0.040
22 C 1.8300 -1.6477 -3.3999  -0.070
23 C 2.4572 -2.0965 -4.5240  -0.057
24 C 3.7443 -2.6049 -4.5129  -0.106
25 C 4.3758 -2.7616 -3.2727  -0.082
26 C 3.6588 -2.5062 -2.0520  -0.010
27 C 2.4176 -1.9592 -2.1325  -0.113
28 H 1.9269 -2.0921 -5.4884  0.117
29 H 4.2908 -2.8991 -5.4390  0.107
30 H 5.4189 -3.0848 -3.2852  0.089
31 H 4.2334 -2.6701 -1.1411  0.111

Force components x, y, z for each atom (eV/Å):
-0.58 0.46 0.54
-0.32 -0.10 0.90
-0.21 0.60 -0.67
-0.18 -0.17 -0.79
1.59 -0.39 -0.82
-2.46 -0.98 0.42
-0.51 0.25 1.19
0.72 0.23 0.22
0.04 -0.64 -1.66
-1.27 0.64 -0.58
2.58 0.05 0.36
-0.36 0.19 -0.11
0.14 0.11 -0.21
-0.04 0.15 1.07
-0.16 -0.09 0.28
0.39 0.09 0.31
-0.80 0.67 -1.45
-0.11 -0.34 3.42
1.77 -0.79 -1.18
-0.56 0.63 0.40
0.30 -0.97 0.13
0.95 -0.58 1.70
-1.14 0.31 -2.24
1.14 -0.61 0.86
-0.74 0.22 0.04
2.21 -0.36 -1.02
-0.97 0.63 -2.76
0.23 0.45 0.37
-0.70 0.32 0.78
-0.33 -0.02 0.38
-0.64 0.01 0.11



Record 6
2 unconnected molecules or ions with the total composition C10H8O3. Source: the OMol25 dataset; level of theory: ωB97M-V with the def2-TZVPD basis set.

For the HOMO-LUMO gap, the calculation gives 0.3355 Ha. The calculation puts the LUMO energy at 0.690 eV. As for the SMILES: Cc1coc2ccccc12.O=C=O. Its total energy is -16641.6433 eV. The calculation puts the HOMO energy at -0.3102 hartree. Its total charge is 0.

Each line ends with the Löwdin charge.
Atoms and positions in Å:
1 C -1.3653 -2.0655 1.0785  -0.035
2 C -0.6122 -0.7884 1.1675  -0.250
3 C -0.6173 0.0185 2.2332  -0.015
4 O 0.1804 1.1727 2.0305  0.041
5 C 0.6963 1.0812 0.7747  -0.235
6 C 1.4048 1.9907 0.0738  0.003
7 C 1.9887 1.5602 -1.1575  -0.097
8 C 1.6998 0.3437 -1.6920  -0.094
9 C 0.8202 -0.5488 -0.9921  -0.040
10 C 0.2819 -0.1631 0.1971  -0.162
11 H -1.0579 -2.9141 1.5902  0.047
12 H -1.4973 -2.4428 -0.0052  0.110
13 H -2.3688 -1.7448 1.4608  0.100
14 H -0.9073 -0.2062 3.2546  0.139
15 H 1.7362 2.9988 0.5002  0.142
16 H 2.4396 2.3007 -1.7723  0.092
17 H 2.3821 -0.0531 -2.4802  0.118
18 H 0.5209 -1.4935 -1.4900  0.128
19 O -1.4583 0.3297 -2.6265  0.240
20 C -1.9148 0.3424 -1.5932  -0.466
21 O -2.3514 0.2818 -0.5521  0.234

Force components x, y, z for each atom (eV/Å):
-2.41 1.26 -2.56
1.24 -0.18 0.08
1.43 0.64 -0.13
-0.66 -0.35 0.47
-1.45 -1.80 0.24
2.23 1.96 -0.28
-1.69 1.16 1.11
0.52 -2.42 0.48
0.66 -0.26 -2.03
0.19 0.59 1.04
1.06 -1.23 1.35
0.11 0.89 1.53
0.49 -0.94 -0.48
-0.27 0.55 -0.27
-0.81 -1.56 -0.59
0.97 0.37 -0.15
-1.25 0.45 0.16
0.37 0.55 0.54
1.16 0.29 -3.38
0.02 -0.25 -0.02
-1.93 0.27 2.90